{"formula": "C13H14N3O3", "method": "the ωB97M-V functional and the def2-TZVPD basis", "de_lowest_kcal_mol": 150.8, "charge": -1, "mol_weight_g_mol": 260.273, "gap_ev": 4.83, "species": ["C", "O", "C", "C", "C", "C", "C", "C", "N", "O", "O", "C", "C", "H", "H", "H", "H", "H", "H", "H", "H", "H", "C", "C", "N", "C", "C", "N", "H", "H", "H", "H", "H"], "coordinates": [[2.642397, -4.326633, 0.429978], [1.233930, -4.153572, 0.680497], [0.790569, -2.910368, 1.006504], [-0.598202, -2.787200, 1.279444], [-1.111111, -1.574396, 1.668183], [-0.281614, -0.420362, 1.796497], [-0.838055, 0.840007, 2.229493], [-0.202342, 2.051252, 2.180102], [-0.925546, 3.209408, 2.457514], [-0.399546, 4.350362, 2.481598], [-2.162026, 3.032999, 2.666138], [1.094404, -0.556963, 1.487815], [1.632264, -1.774890, 1.101796], [2.750331, -5.387341, 0.208031], [2.967279, -3.725410, -0.428476], [3.236704, -4.063115, 1.314147], [-1.220579, -3.673733, 1.174981], [-2.176832, -1.466581, 1.876179], [-1.888564, 0.822757, 2.522794], [0.853797, 2.163122, 1.939160], [1.742021, 0.318541, 1.558123], [2.699552, -1.855529, 0.876769], [-2.257746, 0.800811, 6.070030], [-0.799850, 0.802330, 6.142522], [-0.107681, 0.593110, 7.308775], [1.211120, 0.706467, 6.986089], [1.293221, 0.986220, 5.586112], [0.034598, 1.021845, 5.074040], [-2.567407, 1.098381, 5.065215], [-2.653909, -0.195868, 6.295328], [-2.674668, 1.505932, 6.797703], [2.039505, 0.602082, 7.682461], [2.201730, 1.149130, 5.021977]], "forces_ev_per_a": [[-0.701, 0.134, 0.152], [0.580, -0.027, -0.171], [-0.245, 0.884, 0.348], [1.096, -0.396, -0.336], [0.356, 1.215, 0.212], [0.906, -1.111, -0.234], [0.207, 1.591, -0.273], [0.378, -2.213, -0.589], [-2.633, 1.866, 0.934], [-0.465, -2.366, -0.225], [2.058, 0.981, -0.284], [-0.831, 0.082, 0.155], [-0.299, -0.747, -0.159], [0.089, 0.120, 0.006], [-0.061, -0.104, 0.131], [-0.129, -0.045, -0.147], [0.108, 0.195, 0.063], [0.275, -0.083, 0.020], [0.394, 0.150, -0.007], [-0.482, 0.298, 0.182], [-0.138, -0.364, 0.050], [-0.449, 0.061, 0.133], [-0.779, -0.038, -0.095], [3.818, -0.104, 0.449], [-0.634, 0.145, -0.358], [-0.455, 0.401, -2.154], [-0.284, -0.584, 2.054], [-0.894, 0.073, 0.425], [-0.101, -0.011, 0.080], [-0.162, 0.080, -0.031], [-0.097, -0.096, -0.107], [-0.318, -0.006, 0.055], [-0.107, 0.017, -0.279]], "nbo_charge": [-0.26, -0.50, 0.33, -0.28, -0.14, -0.14, -0.02, -0.13, 0.48, -0.41, -0.44, -0.07, -0.34, 0.20, 0.18, 0.19, 0.22, 0.22, 0.24, 0.21, 0.20, 0.22, -0.63, 0.23, -0.56, -0.16, -0.18, -0.59, 0.21, 0.19, 0.20, 0.16, 0.16]}

=====

{"formula": "C13H14N4O2Pd", "method": "the ωB97M-V functional and the def2-TZVPD basis", "de_lowest_kcal_mol": 19.7, "mol_weight_g_mol": 364.701, "gap_ev": 7.80, "species": ["Pd", "N", "C", "O", "C", "C", "H", "H", "H", "H", "H", "H", "C", "C", "O", "C", "C", "C", "C", "C", "C", "H", "H", "H", "H", "H", "H", "H", "H", "N", "C", "N", "C", "N"], "coordinates": [[-0.893253, -0.762194, -1.124397], [-2.726049, 2.838089, -2.025246], [-2.256854, 1.600635, -1.825506], [-1.064760, 1.400651, -1.544257], [-3.167850, 0.421659, -2.001086], [-2.256956, -0.694433, -2.458480], [-2.107407, 3.620748, -1.899312], [-3.692215, 3.004864, -2.237903], [-3.982568, 0.651047, -2.695863], [-3.618420, 0.164944, -1.039847], [-1.687416, -0.409779, -3.347352], [-2.728444, -1.663300, -2.586230], [3.836840, -0.430529, -1.424641], [2.451241, -0.353508, -0.838384], [1.495541, -0.653868, -1.527599], [2.288549, 0.057197, 0.591592], [3.397455, 0.100604, 1.431744], [3.251564, 0.408774, 2.776833], [1.992104, 0.684130, 3.286004], [0.883866, 0.672520, 2.447138], [1.035468, 0.363697, 1.105780], [3.753423, -0.637553, -2.487497], [4.396645, -1.237698, -0.947692], [4.388250, 0.496971, -1.264804], [4.383995, -0.119090, 1.045340], [4.119072, 0.428306, 3.423713], [1.871127, 0.910652, 4.337749], [-0.099570, 0.899096, 2.837629], [0.152588, 0.415966, 0.474482], [-4.296033, -2.082289, 3.473326], [-3.363823, -2.384983, 2.854227], [-2.272220, -2.775400, 2.228086], [-1.923807, -2.534437, 1.036232], [-1.560085, -2.401488, -0.073777]], "forces_ev_per_a": [[0.669, 0.000, 0.594], [0.057, -0.026, 0.069], [-0.031, 0.118, -0.038], [0.025, 0.111, -0.029], [-0.200, 0.171, -0.182], [-0.668, -0.579, -0.217], [0.015, 0.038, 0.018], [-0.005, -0.016, 0.002], [-0.003, -0.049, -0.035], [0.001, 0.098, 0.044], [-0.032, -0.094, -0.119], [-0.237, 0.042, -0.036], [0.010, 0.041, 0.006], [0.112, 0.023, 0.128], [0.059, 0.091, 0.123], [0.236, -0.112, -0.276], [0.080, 0.013, 0.163], [0.005, -0.017, -0.091], [-0.067, 0.013, 0.030], [0.060, -0.021, 0.006], [-0.219, 0.123, 0.221], [-0.001, -0.002, -0.001], [-0.005, 0.012, -0.009], [-0.013, -0.021, 0.010], [-0.033, -0.010, 0.014], [-0.021, -0.010, -0.008], [-0.004, 0.009, -0.021], [0.016, -0.005, 0.006], [0.161, -0.022, -0.005], [0.154, -0.007, -0.079], [-0.120, 0.076, -0.268], [0.403, -0.227, 0.336], [-0.578, 0.115, -0.026], [0.172, 0.120, -0.332]], "nbo_charge": [0.75, -0.78, 0.70, -0.66, -0.55, -0.39, 0.41, 0.41, 0.22, 0.26, 0.19, 0.22, -0.72, 0.59, -0.59, -0.11, -0.20, -0.21, -0.18, -0.19, -0.18, 0.24, 0.24, 0.23, 0.22, 0.22, 0.22, 0.23, 0.20, -0.47, 0.44, -0.68, 0.60, -0.69]}

=====

{"formula": "C13H14NO5PS", "method": "the ωB97M-V functional and the def2-TZVPD basis", "de_lowest_kcal_mol": 332.4, "mol_weight_g_mol": 327.298, "gap_ev": 8.37, "species": ["O", "P", "O", "S", "O", "O", "C", "C", "O", "C", "C", "C", "C", "C", "C", "H", "H", "H", "H", "H", "H", "H", "H", "H", "N", "C", "C", "C", "C", "C", "H", "H", "H", "H", "H"], "coordinates": [[-3.506297, -2.347398, -3.835019], [-2.105184, -1.552999, -3.871849], [-2.160390, -0.316551, -2.642533], [-0.950540, 0.864112, -2.864256], [-1.481056, 1.883509, -3.929563], [-0.715968, 1.816933, -1.440057], [-1.687186, 1.395841, -0.418590], [-1.574070, 2.271511, 1.001355], [-1.757002, 3.596234, 1.080791], [-1.238811, 1.340273, 2.349183], [0.134342, 0.445111, 2.336360], [0.473248, -0.525789, 3.640752], [-0.591356, -0.563998, 4.893696], [-1.958655, 0.360662, 4.876889], [-2.313201, 1.338807, 3.588752], [-1.945695, -1.063498, -5.218720], [-1.083699, -2.555715, -3.647353], [-2.816318, 1.466649, -0.758368], [-1.447155, 0.249542, -0.188896], [0.916395, 0.412456, 1.441913], [1.459328, -1.185609, 3.659954], [-0.441528, -1.249698, 5.849701], [-2.738688, 0.321428, 5.758132], [-3.295824, 1.998990, 3.508212], [1.647053, 0.135512, -1.300304], [1.598207, -1.214022, -1.258817], [2.717946, -2.027928, -1.321176], [3.965262, -1.423567, -1.437140], [4.047920, -0.035741, -1.484279], [2.872063, 0.693611, -1.411357], [0.602171, -1.638173, -1.171248], [2.619857, -3.106818, -1.280781], [4.865525, -2.028854, -1.490099], [5.004847, 0.465603, -1.574898], [2.884461, 1.779573, -1.440387]], "forces_ev_per_a": [[5.178, 3.060, 0.041], [-6.423, -3.297, 0.651], [0.908, -0.467, -1.422], [0.170, 4.526, -3.804], [1.375, -3.828, 4.073], [-2.920, -1.647, -0.354], [-0.565, -0.915, 1.665], [-0.095, 4.589, 0.990], [1.003, -8.467, -0.634], [0.389, -1.349, 1.708], [-2.211, -0.867, 3.530], [-3.684, 2.377, -0.026], [-1.062, 2.390, -2.830], [2.111, 0.320, -3.425], [3.939, -2.635, 0.040], [0.463, 0.459, 1.178], [-0.084, 1.364, 0.210], [2.323, 0.095, 0.501], [-0.654, 2.580, -0.097], [-2.093, 0.337, 1.977], [-2.419, 1.628, -0.040], [-0.170, 1.610, -2.396], [1.907, 0.001, -1.942], [2.432, -1.620, 0.279], [1.008, -0.789, 0.050], [0.082, 0.910, -0.040], [0.157, 0.092, -0.025], [0.028, 0.038, 0.001], [-0.045, -0.316, 0.012], [-0.864, -0.174, 0.088], [0.028, -0.065, 0.029], [-0.009, 0.098, 0.001], [-0.113, 0.070, 0.006], [-0.111, -0.027, 0.010], [0.019, -0.080, -0.003]], "nbo_charge": [-1.01, 1.58, -0.94, 1.64, -0.85, -0.64, -0.20, 0.54, -0.50, -0.14, -0.23, -0.23, -0.23, -0.22, -0.21, -0.01, -0.03, 0.24, 0.21, 0.26, 0.24, 0.24, 0.24, 0.26, -0.44, 0.01, -0.25, -0.16, -0.26, 0.03, 0.19, 0.22, 0.22, 0.23, 0.20]}